The following is a DFT calculation (ωB97M-V/def2-TZVPD) of an isolated molecule of C4H12N4.

Values from the calculation:
HOMO level: -7.612 eV

Last column: natural (NBO) charge in e.
Positions of all 20 atoms, in Å:
1 C -2.923 1.255 -0.334  -0.40
2 N -2.118 0.345 0.451  -0.66
3 C -0.564 0.367 0.360  -0.11
4 C -0.032 -0.695 -0.181  0.31
5 N -0.445 -1.982 -0.299  -0.84
6 N 1.581 -0.444 -0.102  -0.35
7 C 2.207 0.811 -0.489  -0.42
8 N 2.251 -1.201 0.892  -0.67
9 H -2.601 2.286 -0.155  0.19
10 H -2.867 1.056 -1.413  0.16
11 H -3.976 1.185 -0.038  0.20
12 H -2.488 -0.606 0.455  0.35
13 H -0.190 1.340 0.640  0.21
14 H 0.338 -2.517 -0.670  0.40
15 H -0.962 -2.329 0.499  0.39
16 H 3.272 0.661 -0.713  0.20
17 H 1.719 1.205 -1.386  0.21
18 H 2.140 1.568 0.305  0.16
19 H 2.594 -0.614 1.652  0.33
20 H 3.064 -1.693 0.526  0.34

Atomic forces in eV per Å
C 0.3 0.0 -0.2
N 2.3 -0.3 1.0
C -6.6 0.9 -0.8
C 6.0 1.8 2.4
N 0.2 -0.1 -1.0
N -1.4 -2.1 -1.2
C -0.7 -0.3 0.1
N -0.4 0.3 0.0
H 0.0 -0.1 0.0
H 0.0 0.1 -0.1
H 0.2 0.0 0.1
H 0.3 0.5 -0.2
H 0.5 -0.3 -0.1
H -0.7 -0.4 0.5
H 0.5 -0.3 -0.2
H -0.3 -0.2 0.0
H 0.0 0.0 0.2
H 0.0 0.2 0.0
H -0.3 0.1 0.0
H -0.2 0.2 -0.3